Entry 1:
52
Properties=species:S:1:pos:R:3:forces:R:3 method="wB97M-V/def2-TZVPD" relative_energy_kcal_mol=23.0 molar_mass_g_mol=354.45 smiles="COc1ccccc1CNC(=O)[C@H](NC(=O)c1ccc(C)cc1)C(C)C" homo_lumo_gap_ev=9.36 spin_multiplicity=1 energy_ev=-31323.0844
C 4.7601 5.1989 -0.6562 0.2 0.2 0.0
H 5.7290 4.7215 -0.8351 0.0 0.0 0.0
O 3.7685 4.2555 -0.3317 -0.3 -0.3 0.0
C 3.4534 3.2946 -1.2509 -0.1 -0.2 -0.1
C 4.0494 3.1779 -2.5002 0.1 0.3 0.1
C 3.6620 2.1681 -3.3661 -0.1 -0.1 0.0
C 2.6797 1.2695 -2.9991 0.0 0.0 -0.1
C 2.0839 1.3828 -1.7539 0.1 0.1 0.0
C 2.4587 2.3809 -0.8712 0.1 0.1 0.1
C 1.8125 2.5065 0.4846 0.0 0.3 0.1
N 1.4337 1.2244 1.0346 0.4 0.1 -0.1
C 0.1551 0.8746 1.2612 0.3 -0.5 0.1
O -0.7900 1.6200 1.0913 -0.4 0.2 0.0
C -0.0448 -0.5574 1.7700 -0.2 0.2 0.1
N -1.1927 -1.0970 1.0800 0.0 0.3 0.1
C -1.1022 -2.1343 0.2150 -0.1 0.1 0.1
O -0.0822 -2.7866 0.0789 0.1 -0.2 -0.1
C -2.3641 -2.4490 -0.5122 -0.2 -0.1 -0.3
C -3.2612 -1.4675 -0.9217 0.1 -0.1 0.1
C -4.4094 -1.8197 -1.6064 -0.1 -0.1 0.0
C -4.6934 -3.1496 -1.8940 0.1 0.1 0.0
C -3.7855 -4.1243 -1.4953 0.0 0.1 0.0
C -2.6312 -3.7793 -0.8213 0.1 0.1 0.1
H -1.9182 -4.5321 -0.5203 0.1 -0.1 0.0
H -3.9855 -5.1621 -1.7208 0.0 -0.1 0.0
C -5.9563 -3.5266 -2.6054 0.0 0.0 0.1
H -6.3055 -2.7132 -3.2369 -0.1 0.0 -0.1
H -6.7383 -3.7491 -1.8784 -0.1 0.0 0.0
H -5.8068 -4.4127 -3.2181 0.0 0.0 -0.1
H -5.0958 -1.0486 -1.9264 -0.1 0.1 -0.1
H -3.0555 -0.4220 -0.7392 0.0 0.1 0.0
H -2.0161 -0.5141 1.0971 0.0 -0.1 -0.1
C -0.2685 -0.5538 3.2960 0.2 -0.2 0.0
C -0.5448 -1.9726 3.7853 -0.1 0.2 -0.1
H -1.4117 -2.3923 3.2815 -0.1 -0.1 0.0
H 0.3100 -2.6140 3.5826 0.1 -0.1 0.0
H -0.7332 -1.9721 4.8562 0.0 0.0 0.1
C 0.9411 0.0356 4.0163 -0.3 0.1 -0.1
H 1.8360 -0.5426 3.7940 0.2 -0.1 0.0
H 1.1078 1.0684 3.7203 0.1 0.1 0.0
H 0.7797 0.0117 5.0915 0.0 0.0 0.1
H -1.1429 0.0742 3.4996 0.0 0.0 0.0
H 0.8060 -1.1978 1.5153 -0.1 0.1 0.1
H 2.1624 0.5353 1.1329 -0.2 -0.1 0.0
H 0.8919 3.0948 0.4113 0.2 0.0 0.1
H 2.4981 3.0183 1.1667 -0.2 0.0 -0.1
H 1.3118 0.6857 -1.4628 -0.1 -0.1 0.0
H 2.3756 0.4846 -3.6739 0.0 -0.1 -0.1
H 4.1360 2.0920 -4.3332 0.0 0.0 -0.1
H 4.8175 3.8684 -2.8107 0.1 0.1 0.0
H 4.4791 5.7930 -1.5315 0.0 0.0 0.0
H 4.8366 5.8530 0.2112 0.0 0.0 -0.1

---

Entry 2:
64
Properties=species:S:1:pos:R:3:forces:R:3 method="wB97M-V/def2-TZVPD" relative_energy_kcal_mol=46.1 molar_mass_g_mol=651.42 homo_lumo_gap_ev="3.57 / 6.08" charge=-2 spin_multiplicity=3 energy_ev=-112264.8682 s2=2.038
Ti -0.0450 -0.2481 1.1443 0.6 0.2 -0.9
N -0.3208 3.0164 4.2481 0.0 -0.1 0.0
C -0.3415 1.8727 3.4281 0.1 0.2 0.1
S 1.1925 1.1995 3.0193 0.0 -0.3 0.0
N -1.5126 1.4897 3.0602 -0.3 0.3 0.2
N -1.6781 0.2644 2.4586 -0.2 -0.1 0.0
C -2.3783 0.2621 1.3446 -0.2 0.4 0.2
C -2.6028 1.4760 0.5482 0.1 0.1 0.0
C -3.8383 1.9438 0.1267 0.1 0.0 0.0
C -3.9435 3.1527 -0.5514 0.0 0.0 0.0
C -2.7873 3.8896 -0.8011 0.0 -0.1 0.0
C -1.5406 3.4242 -0.4189 0.0 -0.2 -0.1
C -1.4111 2.1744 0.2171 -0.2 0.1 0.1
O -0.2527 1.6562 0.5235 -0.1 0.1 0.0
H 0.5021 3.5732 4.0822 0.0 0.0 0.0
H -1.1767 3.5457 4.1561 0.0 0.0 0.0
H -2.8620 -0.6652 1.0927 0.0 -0.3 -0.2
H -4.7273 1.3648 0.3530 0.0 0.0 0.0
H -4.9098 3.5184 -0.8789 0.0 0.0 0.0
H -2.8615 4.8382 -1.3223 0.0 0.0 0.0
H -0.6382 3.9772 -0.6491 0.0 0.0 0.0
S -1.5963 -0.8480 -3.5743 0.1 0.1 0.1
C -0.6943 0.6558 -3.6989 0.1 0.1 0.1
C -0.6214 1.5420 -4.7609 0.0 -0.2 0.1
C 0.1810 2.6777 -4.6479 0.1 0.0 0.1
C 0.8977 2.9047 -3.4696 -0.1 -0.2 0.0
C 0.8297 2.0248 -2.3967 0.0 0.0 -0.1
C 0.0278 0.8736 -2.4939 -0.2 0.0 -0.1
N -0.1021 -0.0944 -1.5422 0.0 0.1 0.1
C -0.9685 -1.0720 -1.9184 -0.1 0.0 -0.3
C -1.3341 -2.1439 -1.0785 -0.1 -0.1 0.0
C -2.0635 -3.2605 -1.5700 0.0 0.0 0.1
C -2.4295 -4.2958 -0.7216 0.1 0.2 0.1
C -2.0812 -4.2452 0.6276 0.0 0.1 -0.1
C -1.3648 -3.1340 1.1162 -0.1 0.0 -0.3
C -0.9725 -2.0652 0.3078 -0.1 -0.3 0.5
H -1.1827 1.3543 -5.6715 0.0 0.0 0.1
H 0.2433 3.3807 -5.4702 0.0 0.0 0.0
H 1.5170 3.7907 -3.3837 0.0 0.0 0.0
H 1.3602 2.2155 -1.4701 -0.1 0.0 -0.1
H -2.3258 -3.3115 -2.6254 0.0 0.0 0.1
H -2.9833 -5.1415 -1.1148 0.0 0.0 0.0
H -2.3694 -5.0472 1.3008 0.0 0.0 0.0
H -1.1446 -3.1043 2.1782 0.0 0.0 0.0
C 3.4873 -2.8436 0.6106 0.2 -0.2 0.0
C 2.3508 -2.0525 1.1667 0.0 0.2 -0.4
N 1.7756 -1.1556 0.4336 0.1 0.2 -0.5
O 2.2766 -1.0731 -0.8809 0.0 0.0 0.3
C 1.8204 -2.2922 2.4618 0.0 -0.1 0.5
C 2.4778 -3.1872 3.4709 0.0 0.0 -0.1
N 0.6688 -1.6793 2.7326 0.2 -0.2 -0.4
O 0.0975 -1.8885 3.8259 -0.1 -0.1 0.3
H 4.3095 -2.1807 0.3271 0.0 -0.1 0.0
H 3.1518 -3.3426 -0.3016 0.0 0.0 0.0
H 3.8472 -3.5830 1.3247 0.0 0.0 0.0
H 1.5106 -0.6304 -1.3564 -0.1 -0.3 0.5
H 2.3906 -4.2492 3.2045 0.0 0.1 0.1
H 1.9634 -3.0339 4.4163 0.0 0.0 0.1
H 3.5405 -2.9547 3.6010 -0.1 0.0 0.0
Cl 4.8850 2.4682 -1.9713 0.1 0.2 -0.2
C 4.3692 1.2081 -0.8284 0.0 0.1 -0.1
Cl 3.2799 1.8057 0.3888 -0.1 0.2 0.4
H 5.2592 0.8381 -0.3491 0.2 -0.2 0.1
H 3.8489 0.4443 -1.3801 -0.1 -0.2 -0.1

---

Entry 3:
15
Properties=species:S:1:pos:R:3:forces:R:3 method="wB97M-V/def2-TZVPD" relative_energy_kcal_mol=117.0 molar_mass_g_mol=100.12 smiles=C[C@H]1OC12COC2 homo_lumo_gap_ev=9.70 spin_multiplicity=1 energy_ev=-9404.7593
C 2.0041 -0.3866 0.4962 -0.2 0.0 0.0
C 0.9145 0.6657 0.4320 -0.3 -0.1 0.1
O 0.5352 1.0476 -0.9000 0.2 -0.1 -0.5
C -0.4138 0.3559 -0.1667 -0.3 -0.5 -1.0
C -2.0828 0.7823 -0.0428 3.3 0.1 -0.5
O -2.3566 -0.5995 -0.0153 0.2 -0.1 0.2
C -1.0655 -0.9508 -0.5155 0.5 -0.8 -0.3
H 2.0638 -0.8378 1.4922 -0.1 0.1 -0.1
H 1.8143 -1.1773 -0.2370 0.0 0.1 0.1
H 2.9849 0.0506 0.2660 -0.3 0.0 0.1
H 1.0462 1.5055 1.1228 -0.2 -0.1 -0.2
H -1.4559 1.1962 0.7318 -2.3 1.4 2.0
H -2.2394 1.2302 -1.0182 -0.3 0.5 0.3
H -1.0493 -1.0270 -1.6096 -0.2 -0.3 0.0
H -0.6997 -1.8551 -0.0359 0.1 -0.3 -0.1

---

Entry 4:
14
Properties=species:S:1:pos:R:3:forces:R:3 method="wB97M-V/def2-TZVPD" relative_energy_kcal_mol=56.5 molar_mass_g_mol=71.12 smiles="C=CN.C=C" homo_lumo_gap_ev=9.13 spin_multiplicity=1 energy_ev=-5781.3612
C 1.4514 4.0569 -2.4779 0.3 0.6 -1.0
C 0.9058 4.4995 -3.6098 -1.2 1.5 0.7
H 2.4744 3.7126 -2.4532 0.2 0.1 0.2
H 0.9118 4.2073 -1.5534 -0.2 -0.8 0.1
H 1.3110 4.9510 -4.5095 0.9 -1.3 -0.2
H -0.1291 4.8451 -3.5636 0.0 -0.2 0.3
C -1.2191 -3.4823 1.1940 -0.1 0.6 0.1
C -1.2106 -2.8993 2.4255 -0.2 -2.7 -2.3
N -0.0889 -3.0314 3.2201 -0.1 1.3 1.0
H -0.3320 -3.6250 0.5856 0.4 -0.4 0.6
H -2.0973 -3.9135 0.7284 -0.4 1.0 0.0
H -2.1775 -2.5696 2.7802 0.2 0.1 0.8
H 0.4917 -3.8333 3.0315 -0.2 0.1 -0.1
H -0.2914 -2.9180 4.2022 0.4 0.1 -0.1

---

Entry 5:
66
Properties=species:S:1:pos:R:3:forces:R:3 method="wB97M-V/def2-TZVPD" relative_energy_kcal_mol=0.9 molar_mass_g_mol=703.52 homo_lumo_gap_ev="9.32 / 5.99" charge=+2 spin_multiplicity=2 energy_ev=-130950.7836 s2=0.769
Zr 0.3626 -0.0246 1.0927 -0.5 -0.9 0.1
F 2.2437 0.5592 2.1467 -0.1 0.1 0.0
P 3.4248 -0.0699 1.0206 -0.1 0.1 0.0
F 2.4813 -1.4085 1.1287 -0.1 0.1 0.0
F 3.9695 1.3912 0.8811 0.0 0.0 0.0
F 4.3470 -0.5021 2.1699 0.0 0.0 0.0
F 4.2208 -0.6414 -0.1731 0.0 0.0 0.0
F 2.1248 0.4305 -0.1262 -0.1 0.0 -0.1
C -1.2427 3.9399 1.0350 0.0 0.0 0.0
As 0.3617 2.9258 0.6840 0.0 0.1 -0.1
C 1.7440 3.9292 1.5936 0.0 0.0 0.0
C 0.6792 3.2260 -1.3181 0.0 0.0 0.1
C 1.1245 4.5875 -1.5167 0.0 0.0 0.0
C 0.1786 5.6433 -1.7102 0.0 0.0 0.0
C 0.6096 6.9184 -1.9208 0.0 0.0 0.0
C 1.9973 7.1937 -1.9314 0.0 0.0 0.0
C 2.9487 6.1677 -1.7315 0.0 0.0 0.0
C 2.5238 4.8912 -1.5170 0.0 0.0 0.0
H -1.1105 4.9962 0.8100 0.0 0.0 0.0
H -1.4645 3.8385 2.0980 0.0 0.0 0.0
H -2.0679 3.5222 0.4614 0.0 0.0 0.0
H 1.6878 4.9907 1.3612 0.0 0.0 0.0
H 2.7224 3.5272 1.3399 0.0 0.0 0.0
H 1.5752 3.7884 2.6615 0.0 0.0 0.0
H -0.2985 3.0109 -1.7483 0.0 0.0 0.0
H 1.4183 2.4759 -1.5910 0.0 0.0 0.0
H -0.8784 5.4092 -1.7235 0.0 0.0 0.0
H -0.0957 7.7198 -2.0927 0.0 0.0 0.0
H 2.3364 8.2082 -2.0985 0.0 0.0 0.0
H 4.0037 6.4026 -1.7582 0.0 0.0 0.0
H 3.2346 4.0871 -1.3713 0.0 0.0 0.0
C 1.4379 -4.7168 0.1799 0.0 0.0 0.0
C 0.7868 -4.1068 -1.0428 0.1 0.0 0.0
C 0.3283 -5.1547 -2.0341 0.0 0.0 0.0
C 1.6329 -3.0386 -1.7036 0.0 0.0 0.0
O -0.5101 -3.4802 -0.5832 0.0 0.0 0.0
P -0.9524 -2.1841 0.0829 0.0 0.2 0.1
O -0.4432 -0.8691 -0.6044 0.2 0.2 0.1
O -0.3194 -1.9248 1.4972 0.2 0.2 -0.1
O -2.4798 -2.1518 0.1182 0.1 0.0 0.0
C -3.4615 -3.2377 0.5267 -0.1 0.0 0.0
C -4.7006 -2.4523 0.8972 0.0 0.0 0.0
C -3.6743 -4.1147 -0.6886 0.0 0.0 0.0
C -2.8913 -3.9938 1.7108 0.0 0.1 0.0
H 2.3699 -5.1981 -0.1170 0.0 0.0 0.0
H 0.7910 -5.4724 0.6243 0.0 0.0 0.0
H 1.6667 -3.9613 0.9293 0.0 0.0 0.0
H 1.1952 -5.7035 -2.4015 0.0 0.0 0.0
H -0.1741 -4.6925 -2.8833 0.0 0.0 0.0
H -0.3481 -5.8645 -1.5592 0.0 0.0 0.0
H 2.5055 -3.5147 -2.1501 0.0 0.0 0.0
H 1.9880 -2.2994 -0.9858 0.0 -0.1 -0.1
H 1.0754 -2.5364 -2.4940 0.0 0.0 0.0
H -5.0480 -1.8621 0.0504 0.0 0.0 0.0
H -4.4985 -1.7886 1.7379 0.0 0.0 0.0
H -5.4921 -3.1436 1.1852 0.0 0.0 0.0
H -4.0195 -3.5209 -1.5342 0.0 0.0 0.0
H -4.4371 -4.8578 -0.4569 0.0 0.0 0.0
H -2.7585 -4.6362 -0.9630 0.0 0.0 0.0
H -2.6779 -3.3194 2.5406 0.0 0.0 0.0
H -1.9848 -4.5377 1.4422 0.0 0.0 0.0
H -3.6251 -4.7241 2.0503 0.0 0.0 0.0
O -2.5745 0.3585 3.3913 0.0 0.2 0.0
N -1.6691 0.4829 2.6588 -0.2 0.0 0.2
O -1.7739 0.5635 1.3761 0.4 -0.1 0.0
O -0.4260 0.5194 3.0468 0.2 -0.1 -0.3

---

Entry 6:
60
Properties=species:S:1:pos:R:3:forces:R:3 method="wB97M-V/def2-TZVPD" relative_energy_kcal_mol=22.4 molar_mass_g_mol=669.86 homo_lumo_gap_ev=5.58 charge=+1 spin_multiplicity=1 energy_ev=-116511.8972
Pd -1.0690 0.7438 -0.1281 2.0 0.6 0.0
N 6.5002 7.8327 0.0987 0.3 0.3 0.0
C 5.6800 7.0339 0.1003 0.3 0.3 0.0
C 4.6669 6.0448 0.0932 -0.6 -0.6 0.0
C 4.4693 5.2673 -1.0475 0.0 0.1 0.1
C 3.4893 4.2954 -1.0528 -0.1 0.0 0.1
C 2.6875 4.1017 0.0699 0.3 0.2 0.0
C 2.8930 4.8736 1.2098 -0.1 -0.1 -0.1
C 3.8804 5.8395 1.2261 0.1 0.0 -0.1
C 1.6030 3.0945 0.0072 -0.3 -0.4 0.0
C 1.9713 1.7484 0.0616 0.3 0.7 0.0
C 3.3023 1.2489 0.2219 -0.7 0.1 -0.1
C 3.2191 -0.1186 0.2125 -0.4 -0.1 0.0
C 1.8476 -0.4322 0.0504 0.1 -0.4 0.0
N 1.1160 0.6685 -0.0328 -2.2 0.3 -0.2
C 0.3081 3.5979 -0.1641 0.4 0.1 0.1
C -0.0493 4.9764 -0.2242 0.1 -0.7 0.0
C -1.3943 5.0322 -0.4849 -0.3 -0.5 -0.1
C -1.8321 3.6931 -0.5934 -0.4 0.4 -0.1
N -0.8324 2.8466 -0.3909 0.0 -2.0 0.4
H 5.0811 5.4340 -1.9201 0.1 0.0 -0.1
H 3.3252 3.6934 -1.9341 0.0 0.0 -0.1
H 2.2783 4.7097 2.0824 -0.1 0.0 0.1
H 4.0437 6.4417 2.1065 0.0 0.0 0.1
H 4.1771 1.8600 0.3238 0.2 0.1 0.0
H 4.0181 -0.8269 0.3141 0.1 -0.1 0.0
H 1.3976 -1.4105 -0.0222 0.0 0.0 0.0
H 0.6298 5.7939 -0.0865 0.1 0.2 0.0
H -2.0075 5.9039 -0.5979 -0.1 0.1 -0.1
H -2.8167 3.3432 -0.8604 -0.1 0.0 0.1
C -4.4405 1.1852 0.4762 -0.3 0.5 0.2
O -3.4222 0.2501 0.1349 0.8 0.2 -0.2
C -3.7842 -1.0694 0.0123 0.4 -0.9 -0.1
C -5.0871 -1.5185 -0.1181 0.1 0.0 0.0
C -5.3290 -2.8863 -0.1952 -0.1 -0.3 0.0
Br -7.1195 -3.5006 -0.3847 0.3 0.2 0.1
C -4.3021 -3.8074 -0.1399 -0.1 0.3 0.0
C -2.9814 -3.3719 -0.0407 -0.2 0.7 0.0
C -2.7173 -1.9924 0.0231 -0.9 0.0 -0.1
O -1.4515 -1.5291 0.0937 0.5 1.2 0.0
C -1.8580 -4.2890 -0.0123 0.4 -0.3 0.0
N -0.6032 -3.8708 0.0112 -0.7 0.5 0.0
C 0.1867 -4.9899 0.0154 -0.1 -0.9 0.0
C 1.5722 -5.1354 0.0183 -0.1 -0.1 0.0
C 2.0722 -6.4192 0.0152 0.1 0.1 0.0
C 1.2362 -7.5413 0.0111 -0.1 0.0 0.0
C -0.1369 -7.4204 0.0018 -0.1 0.0 0.0
C -0.6501 -6.1312 0.0014 0.9 0.3 0.0
N -1.9332 -5.6478 -0.0176 -0.3 0.3 0.0
H -5.1207 0.7609 1.2184 0.1 0.0 -0.1
H -4.9959 1.4926 -0.4146 0.0 -0.1 0.1
H -3.9343 2.0472 0.9166 -0.1 -0.1 -0.1
H -5.9240 -0.8414 -0.1806 0.0 0.1 0.0
H -4.5239 -4.8602 -0.1773 -0.1 -0.1 -0.1
H -0.8339 -2.3690 0.0817 0.4 0.0 -0.1
H 2.2261 -4.2789 0.0181 0.1 0.1 0.0
H 3.1392 -6.5739 0.0156 0.1 0.0 0.0
H 1.6775 -8.5259 0.0141 0.0 -0.1 0.0
H -0.7814 -8.2845 -0.0073 -0.1 -0.1 0.0
H -2.7644 -6.2134 -0.0269 0.0 0.1 0.0

---

Entry 7:
38
Properties=species:S:1:pos:R:3:forces:R:3 method="wB97M-V/def2-TZVPD" relative_energy_kcal_mol=7.2 molar_mass_g_mol=622.44 homo_lumo_gap_ev="8.65 / 2.73" charge=+3 spin_multiplicity=2 energy_ev=-135112.0668 s2=0.755
K 3.7586 1.4718 -3.6595 -0.1 -0.6 -0.6
K 4.1585 0.2331 1.2209 0.0 -0.5 0.0
K -0.8412 -0.9169 -2.4355 0.5 -0.6 -0.4
K 2.5888 5.0632 -0.0910 -0.1 0.2 -0.2
P 2.2646 -1.7680 -4.5127 -0.1 -5.0 -2.1
F 2.6572 -3.3777 -4.4367 -0.4 1.7 -0.8
F 2.2331 -1.7772 -6.1973 0.2 0.3 2.9
F 0.6874 -2.1445 -4.4303 -0.6 0.0 -0.4
F 1.8194 -0.2354 -4.4671 0.3 1.8 -0.3
F 2.2572 -1.8144 -2.9088 -0.1 0.9 1.8
F 3.8144 -1.3968 -4.4238 0.6 1.1 -0.6
P 1.3703 1.6084 -0.8283 -1.5 -0.5 -0.6
F 1.4298 0.2022 0.0117 0.8 1.3 -0.6
F 1.4574 2.4756 0.5124 -0.3 0.3 1.9
F 3.0247 1.7428 -0.8414 0.1 -0.9 -0.6
F 1.3269 3.0601 -1.5862 0.0 -0.2 -0.4
F 1.2512 0.8652 -2.2349 1.2 0.2 0.5
F -0.2439 1.5370 -0.7299 0.1 0.5 0.3
C -0.7246 3.1143 2.7693 3.2 -1.7 -2.4
C -0.9398 1.6182 2.5195 0.7 1.2 -2.1
O -1.6453 1.1936 3.6771 -2.0 1.5 2.3
C -2.2596 2.3175 4.1507 4.8 0.1 -4.7
O -3.2071 2.3462 4.9116 -1.8 -0.3 1.8
O -1.7554 3.4423 3.5796 -3.8 -0.5 3.4
H -0.7407 3.6281 1.8081 -0.6 0.3 0.2
H 0.2575 3.3254 3.1924 -0.2 0.1 0.6
H -0.0270 1.0730 2.2795 -0.2 -0.4 0.8
H -1.5656 1.5356 1.6309 -0.4 -0.4 0.2
C -2.9266 -3.2707 0.7266 -1.6 -1.5 -2.1
C -2.7003 -2.5985 1.9970 -1.2 0.9 0.2
O -1.3203 -2.2661 1.9406 0.7 0.8 2.4
C -0.8158 -2.5888 0.7840 4.2 -0.6 -2.1
O 0.3350 -2.4078 0.3434 -2.7 0.6 1.7
O -1.6786 -3.2469 0.0705 -0.9 -0.6 -1.7
H -3.6786 -2.7670 0.1193 0.1 -0.1 -0.2
H -3.2692 -4.2951 0.8725 0.3 -0.1 -0.3
H -3.1060 -3.3261 2.6999 1.1 0.8 1.2
H -3.2464 -1.6557 1.9661 -0.1 -0.1 0.8

---

Entry 8:
14
Properties=species:S:1:pos:R:3:forces:R:3 method="wB97M-V/def2-TZVPD" relative_energy_kcal_mol=8.6 molar_mass_g_mol=90.11 homo_lumo_gap_ev=11.18 charge=+1 spin_multiplicity=1 energy_ev=-8716.1024
C -2.0042 -0.5315 -0.5234 -0.3 0.1 -1.2
N -2.2585 -1.8372 -0.4458 0.2 0.0 0.2
O -0.9801 -0.0365 -0.9945 0.0 -0.3 0.7
H -2.8737 0.0966 -0.2881 0.1 0.0 0.4
H -3.1762 -2.1237 -0.1463 0.1 -0.2 0.0
H -1.5941 -2.5292 -0.7798 -0.2 0.3 0.1
N 1.3896 1.0651 -0.4769 1.3 -0.3 -0.4
C 2.0967 1.0633 0.6110 0.1 -0.3 1.0
N 1.7761 0.4357 1.7306 -1.0 0.1 0.1
H 0.4714 0.5827 -0.6111 0.2 0.1 0.0
H 1.9849 1.2662 -1.2784 -0.8 0.3 -0.2
H 3.0601 1.5696 0.6664 -0.2 0.1 -0.4
H 2.1140 0.7643 2.6209 0.4 -0.1 -0.1
H 0.9139 -0.0985 1.7931 0.2 0.2 -0.1